P:
Molecular formula: CH5NO4S
Method: DFT, ωB97M-V/def2-TZVPD

Calculated values
* LUMO level: -0.0283 Ha
* SMILES: O=CS(=O)(=O)O.N
* frontier orbital gap: 9.5 eV

XYZ file:
```
12
CH5NO4S | OMol25 | ωB97M-V/def2-TZVPD
H 2.73 0.37 0.91
O 0.83 -1.40 0.75
H 0.28 -1.43 -1.13
O 0.63 1.63 0.70
O 1.33 1.41 -1.73
H -3.32 -0.89 0.67
S 1.26 0.89 -0.41
H -2.92 0.28 -0.41
O 2.84 0.60 0.04
H -1.81 -0.12 0.72
N -2.58 -0.50 0.18
C 0.72 -0.84 -0.29
```

Results of the Mulliken charge analysis, in e, for atoms 1 through 6: atom 1 (H): 0.3432, atom 2 (O): -0.3409, atom 3 (H): 0.4139, atom 4 (O): -0.5430, atom 5 (O): -0.5537, atom 6 (H): 0.1941

Q:
Molecular formula: CH5NO4S
Method: DFT, ωB97M-V/def2-TZVPD

Calculated values
* LUMO level: 0.0063 Ha
* frontier orbital gap: 10.2 eV

XYZ file:
```
12
CH5NO4S | OMol25 | ωB97M-V/def2-TZVPD
N 1.37 2.16 0.06
O -3.37 -2.57 0.43
H -0.58 -1.25 -0.12
O 0.34 -0.07 -0.69
O 2.59 0.02 0.14
C -2.53 -1.73 0.13
S 1.59 0.66 -0.90
H 0.49 2.01 0.55
H 2.59 0.46 0.92
H -2.59 -0.67 -0.14
O -1.24 -1.99 0.15
H 1.35 2.99 -0.52
```

Results of the Mulliken charge analysis, in e, for atoms 1 through 6: atom 1 (N): -0.6312, atom 2 (O): -0.5342, atom 3 (H): 0.5858, atom 4 (O): -0.5982, atom 5 (O): -0.3900, atom 6 (C): 0.2675

Which is the most stable structure? Q is the most stable.

P:
Molecular formula: C6H8O2
Method: DFT, ωB97M-V/def2-TZVPD

Calculated values
* LUMO level: 0.0210 Ha
* SMILES: O[C@@H]1[C@@H]2[C@@H]3C[C@H]1O[C@@H]32
* frontier orbital gap: 9.3 eV

XYZ file:
```
16
C6H8O2 | OMol25 | ωB97M-V/def2-TZVPD
C 0.46 0.87 -0.70
C -0.78 0.12 -0.82
O 0.86 -1.35 -0.57
H -2.22 -0.98 0.51
C -1.16 -0.57 0.41
H 0.05 0.75 2.07
H 0.42 -1.29 1.84
H -1.49 0.76 -1.31
H -0.95 -2.22 -1.20
C 1.11 -0.19 0.27
H 2.19 -0.15 0.75
H 0.74 3.01 -0.32
C -0.53 -1.36 -0.62
O 0.06 2.10 -0.04
C 0.03 -0.25 1.40
H 1.20 0.74 -1.65
```

Results of the Mulliken charge analysis, in e, for atoms 1 through 6: atom 1 (C): 0.5423, atom 2 (C): -0.7684, atom 3 (O): -0.3991, atom 4 (H): 0.3500, atom 5 (C): -0.3147, atom 6 (H): 0.3043

Q:
Molecular formula: C6H8O2
Method: DFT, ωB97M-V/def2-TZVPD

Calculated values
* LUMO level: 0.0269 Ha
* SMILES: C[C@@H]1O[C@H]2C=CO[C@H]12
* frontier orbital gap: 10.0 eV

XYZ file:
```
16
C6H8O2 | OMol25 | ωB97M-V/def2-TZVPD
O -1.23 -1.22 -0.29
H -3.10 -0.77 0.33
H -0.30 0.72 1.36
H 2.11 -1.58 0.28
H 1.56 -0.45 1.42
C 2.05 -0.53 0.49
H 3.26 -0.36 0.62
H 1.99 -0.13 -1.56
H -0.70 -0.03 -1.71
C -1.94 1.05 -0.07
H -3.02 1.43 0.41
C 1.28 0.07 -0.62
O 0.98 1.37 -0.35
C -0.24 -0.28 -0.66
C -2.23 -0.33 0.12
C -0.46 1.02 0.24
```

Results of the Mulliken charge analysis, in e, for atoms 1 through 6: atom 1 (O): -0.4460, atom 2 (H): 0.5614, atom 3 (H): 0.2578, atom 4 (H): 0.3560, atom 5 (H): 0.2706, atom 6 (C): -1.2323

R:
Molecular formula: C6H8O2
Method: DFT, ωB97M-V/def2-TZVPD

Calculated values
* LUMO level: -0.1039 Ha
* frontier orbital gap: 6.1 eV

XYZ file:
```
16
C6H8O2 | OMol25 | ωB97M-V/def2-TZVPD
C 1.40 -1.44 -0.02
C -1.03 1.43 0.09
C -0.90 -1.25 -0.03
C 0.40 0.79 0.29
O -2.15 -0.77 -0.18
H -1.03 2.48 -0.02
H -3.11 0.98 -0.36
O 1.34 1.18 -0.70
H 1.89 2.75 0.49
C -2.10 0.67 -0.15
H 1.94 -1.16 -0.75
H 0.90 -2.46 -0.31
H -0.76 -2.40 -0.41
H 0.99 1.13 1.14
H 1.99 -1.32 0.86
C 0.23 -0.61 0.07
```

Results of the Mulliken charge analysis, in e, for atoms 1 through 6: atom 1 (C): -1.3156, atom 2 (C): -0.6947, atom 3 (C): -0.2476, atom 4 (C): 0.5289, atom 5 (O): -0.3372, atom 6 (H): 0.3620

Which is the most stable structure? P is the most stable.

P:
Molecular formula: C6H8O2
Method: DFT, ωB97M-V/def2-TZVPD

Calculated values
* LUMO level: 0.0365 Ha
* frontier orbital gap: 10.6 eV

XYZ file:
```
16
C6H8O2 | OMol25 | ωB97M-V/def2-TZVPD
C 0.94 -0.16 0.95
H 1.71 -0.35 1.70
H -2.47 -1.04 -0.89
H -0.05 -0.70 -2.01
C -0.13 0.94 1.07
C -2.28 -0.29 -0.05
O -0.18 -1.14 0.73
C -0.78 -0.03 0.11
H -0.59 1.02 2.07
H 0.08 1.93 0.70
H -2.71 -0.84 0.79
C 0.17 0.00 -1.16
H -2.89 0.61 -0.24
O 1.24 0.98 -1.22
H 2.25 -0.83 -0.82
C 1.43 -0.21 -0.49
```

Results of the Mulliken charge analysis, in e, for atoms 1 through 6: atom 1 (C): -0.1662, atom 2 (H): 0.4836, atom 3 (H): 0.2942, atom 4 (H): 0.3306, atom 5 (C): -0.6520, atom 6 (C): -1.4141

Q:
Molecular formula: C6H8O2
Method: DFT, ωB97M-V/def2-TZVPD

Calculated values
* LUMO level: 0.0317 Ha
* SMILES: C[C@@]12C[C@H]1OCC2=O
* frontier orbital gap: 9.9 eV

XYZ file:
```
16
C6H8O2 | OMol25 | ωB97M-V/def2-TZVPD
H 0.79 1.89 -0.58
H -0.49 1.90 0.80
C 0.58 -0.51 1.60
C -0.89 -0.53 0.93
C -0.56 0.09 -0.45
H 0.76 0.28 2.31
C -0.11 -0.36 -1.80
O 1.53 -0.51 0.48
O -1.82 -1.08 1.45
C -0.20 1.57 -0.27
H 0.67 -1.45 2.15
H 0.35 -1.88 -0.44
H -0.48 -1.27 -2.25
H -0.94 2.17 -0.90
H 0.15 0.50 -2.44
C 0.66 -0.81 -0.58
```

Results of the Mulliken charge analysis, in e, for atoms 1 through 6: atom 1 (H): 0.3576, atom 2 (H): 0.3406, atom 3 (C): -0.4544, atom 4 (C): 0.0981, atom 5 (C): 1.0310, atom 6 (H): 0.3162

R:
Molecular formula: C6H8O2
Method: DFT, ωB97M-V/def2-TZVPD

Calculated values
* LUMO level: -0.0262 Ha
* frontier orbital gap: 8.2 eV

XYZ file:
```
16
C6H8O2 | OMol25 | ωB97M-V/def2-TZVPD
O -0.44 0.76 2.08
H 2.03 0.62 1.31
O -2.86 0.09 -0.48
H -0.10 1.45 -1.34
H -2.05 1.84 0.19
H 0.65 -1.16 -2.00
C -0.62 -0.04 1.18
C -0.25 0.49 -0.86
H 2.62 0.23 -0.33
C -0.01 -0.94 -1.17
C 1.98 -0.11 0.49
H 2.35 -1.07 0.86
H -1.09 -1.04 1.21
C 0.56 -0.25 0.04
H -0.84 -1.64 -1.06
C -1.95 0.78 -0.12
```

Results of the Mulliken charge analysis, in e, for atoms 1 through 6: atom 1 (O): -0.5764, atom 2 (H): 0.3548, atom 3 (O): -0.4501, atom 4 (H): 0.3515, atom 5 (H): 0.4060, atom 6 (H): 0.2928

S:
Molecular formula: C6H8O2
Method: DFT, ωB97M-V/def2-TZVPD

Calculated values
* LUMO level: -0.0215 Ha
* SMILES: CC(=O)/C(C)=C\C=O
* frontier orbital gap: 9.5 eV

XYZ file:
```
16
C6H8O2 | OMol25 | ωB97M-V/def2-TZVPD
C 0.47 -0.37 -0.35
H -0.15 2.30 0.21
H 1.96 -1.27 -1.60
H -2.81 -0.42 0.61
C 0.68 1.86 0.78
H 2.26 0.43 0.46
O -1.50 -0.66 -1.61
H 0.47 -2.20 -1.52
H -1.40 0.04 1.56
H -2.15 1.23 0.44
C 1.15 -1.58 -0.94
C -1.01 -0.30 -0.54
C -1.89 0.18 0.59
H 1.56 -2.21 -0.14
C 1.19 0.56 0.29
O 1.18 2.41 1.75
```

Results of the Mulliken charge analysis, in e, for atoms 1 through 6: atom 1 (C): 0.8225, atom 2 (H): 0.3544, atom 3 (H): 0.3227, atom 4 (H): 0.3661, atom 5 (C): -0.1757, atom 6 (H): 0.3997

Which is the most stable structure? S is the most stable.

P:
Molecular formula: C6H8O2
Method: DFT, ωB97M-V/def2-TZVPD

Calculated values
* LUMO level: 0.0280 Ha
* SMILES: O[C@@]12C=CO[C@H]1CC2
* frontier orbital gap: 9.5 eV

XYZ file:
```
16
C6H8O2 | OMol25 | ωB97M-V/def2-TZVPD
H 1.19 -0.24 -1.72
H -0.01 -1.78 1.76
C 1.40 0.88 0.24
H 1.96 -1.35 -0.27
H 1.83 1.10 1.37
C -0.06 -0.54 -0.04
O -1.38 1.20 0.39
H -1.62 -1.76 -1.10
C -1.36 -0.86 -0.55
H 2.00 1.67 -0.29
O 0.18 -0.77 1.31
H -3.19 0.40 0.36
C -0.12 0.90 -0.05
C -2.09 0.04 0.09
C 1.39 -0.42 -0.55
H -0.13 1.52 -0.95
```

Results of the Mulliken charge analysis, in e, for atoms 1 through 6: atom 1 (H): 0.2312, atom 2 (H): 0.3413, atom 3 (C): -0.7491, atom 4 (H): 0.2793, atom 5 (H): 0.2024, atom 6 (C): 0.7852

Q:
Molecular formula: C6H8O2
Method: DFT, ωB97M-V/def2-TZVPD

Calculated values
* LUMO level: 0.0320 Ha
* SMILES: C1O[C@@H]2[C@@H]3OC[C@H]1[C@H]23
* frontier orbital gap: 10.3 eV

XYZ file:
```
16
C6H8O2 | OMol25 | ωB97M-V/def2-TZVPD
O -0.35 -0.91 -1.61
H -0.01 0.86 -0.51
O 1.48 1.19 0.61
C 1.52 -0.26 0.37
H 0.92 -2.20 -0.88
H -0.38 -1.31 1.47
H -0.31 1.44 1.92
H 0.04 2.40 0.37
H -2.49 -0.81 -0.92
C -1.44 -0.15 -1.00
C 0.24 -0.76 0.70
H -1.79 0.42 -1.80
C -0.72 0.38 0.14
C 0.77 -1.08 -0.65
C 0.19 1.40 0.92
H 2.33 -0.59 0.87
```

Results of the Mulliken charge analysis, in e, for atoms 1 through 6: atom 1 (O): -0.4247, atom 2 (H): 0.2398, atom 3 (O): -0.3732, atom 4 (C): -0.2763, atom 5 (H): 0.3177, atom 6 (H): 0.4890

R:
Molecular formula: C6H8O2
Method: DFT, ωB97M-V/def2-TZVPD

Calculated values
* LUMO level: 0.0286 Ha
* SMILES: C=C(O)CC(C)=C=O
* frontier orbital gap: 9.2 eV

XYZ file:
```
16
C6H8O2 | OMol25 | ωB97M-V/def2-TZVPD
H -0.66 -2.97 -0.48
H -2.10 -1.96 -0.32
O 1.56 -1.24 -2.23
C 0.67 1.62 1.56
O 1.34 1.60 -0.72
H -0.94 -2.05 1.00
H -1.46 0.44 0.57
C 0.69 -1.04 -1.48
C -1.04 -2.04 -0.08
H 1.55 2.16 1.88
H 2.12 2.04 -0.36
H -1.15 1.08 -1.06
C -0.72 0.53 -0.22
H -0.04 1.37 2.32
C 0.47 1.30 0.29
C -0.30 -0.86 -0.66
```

Results of the Mulliken charge analysis, in e, for atoms 1 through 6: atom 1 (H): 0.3981, atom 2 (H): 0.3217, atom 3 (O): -0.4505, atom 4 (C): -1.1049, atom 5 (O): -0.4718, atom 6 (H): 0.3205

Which is the most stable structure? R is the most stable.